P:
ORCA calculation (ωB97M-V/def2-TZVPD) on a 2-piece molecular cluster, C2H7O2 overall.

Values from the calculation:
**Orbital gap**: 9.25 eV
**HOMO level**: -0.5826 hartree
**Charge**: +1

The geometry in XYZ format:
```
11
C2H7O2 ωB97M-V/def2-TZVPD
O -0.77 -2.16 0.42
H -0.35 -3.04 0.24
H -0.44 2.39 -0.56
H -1.69 -2.42 0.52
C -0.17 1.23 -0.73
C 0.39 0.57 0.46
O 1.69 0.67 0.79
H -1.27 1.01 -0.76
H 0.36 1.02 -1.60
H -0.10 -0.12 1.02
H 2.35 0.86 0.20
```

Q:
ORCA calculation (ωB97M-V/def2-TZVPD) on a 2-piece molecular cluster, C2H7O2 overall.

Values from the calculation:
**Orbital gap**: 11.37 eV
**HOMO level**: -0.6282 hartree
**Charge**: +1

The geometry in XYZ format:
```
11
C2H7O2 ωB97M-V/def2-TZVPD
O -1.27 1.83 0.24
H -1.38 2.74 -0.04
H 1.68 0.19 0.03
H -1.69 1.77 1.11
C 1.26 -0.78 0.28
C 0.22 -1.18 -0.66
O -0.74 -0.48 -1.04
H 0.75 -0.69 1.25
H 2.05 -1.52 0.30
H 0.08 -2.22 -0.97
H -0.96 0.35 -0.50
```

R:
ORCA calculation (ωB97M-V/def2-TZVPD) on a 2-piece molecular cluster, C2H7O2 overall.

Values from the calculation:
**Orbital gap**: 11.96 eV
**HOMO level**: -0.6345 hartree
**Charge**: +1

The geometry in XYZ format:
```
11
C2H7O2 ωB97M-V/def2-TZVPD
O 2.22 -0.97 -0.39
H 2.95 -0.40 -0.36
H -2.70 1.30 -0.62
H 2.53 -1.85 -0.53
C -2.12 0.80 0.18
C -0.79 0.47 -0.18
O 0.12 -0.11 0.53
H -2.73 0.01 0.74
H -1.93 1.58 1.06
H -0.26 0.84 -1.12
H 0.88 -0.51 -0.25
```

Which structure wins on stability? Q wins.

P:
ORCA calculation (ωB97M-V/def2-TZVPD) on a 2-piece molecular cluster, C5H16N overall.

Values from the calculation:
**Orbital gap**: 9.72 eV
**HOMO level**: -0.5029 hartree
**Charge**: +1

The geometry in XYZ format:
```
22
C5H16N ωB97M-V/def2-TZVPD
C 0.19 0.28 -2.46
C 1.43 0.62 -1.70
N 0.15 -1.17 -2.93
H -0.69 0.52 -1.72
H -0.09 0.93 -3.14
H 1.37 1.65 -1.26
H 2.31 0.68 -2.32
H 0.57 -1.75 -2.17
H -0.81 -1.57 -2.98
H 0.63 -1.41 -3.80
H 1.66 0.12 -0.80
C -0.02 0.00 2.29
C -1.00 -0.93 1.73
C -0.61 1.34 2.84
H 0.63 -0.37 3.20
H 0.59 0.24 1.38
H -1.83 -1.07 2.46
H 0.09 1.72 3.60
H -0.89 2.05 2.05
H -1.57 0.95 3.38
H -1.45 -0.80 0.76
H -0.66 -2.03 1.61
```

Q:
ORCA calculation (ωB97M-V/def2-TZVPD) on a 2-piece molecular cluster, C5H16N overall.

Values from the calculation:
**Orbital gap**: 11.19 eV
**HOMO level**: -0.5425 hartree
**Charge**: +1

The geometry in XYZ format:
```
22
C5H16N ωB97M-V/def2-TZVPD
C 1.39 1.72 1.51
C 2.14 0.39 1.66
C -0.10 1.52 1.68
H 1.82 2.37 2.25
H 1.60 2.09 0.51
H 1.53 -0.44 1.27
H -0.46 0.97 0.82
H -0.27 1.15 2.69
H -0.67 2.45 1.56
H 3.15 0.37 1.24
H 2.34 0.17 2.71
C -1.67 -1.30 -1.72
C -0.66 -0.87 -2.77
N -1.02 -1.30 -0.33
H -2.52 -0.63 -1.74
H -1.91 -2.35 -1.86
H 0.08 -0.13 -2.46
H -1.22 -0.38 -3.57
H -1.70 -1.30 0.43
H -0.42 -2.11 -0.23
H -0.38 -0.50 -0.31
H -0.19 -1.67 -3.32
```

Which structure wins on stability? Q wins.

P:
ORCA calculation (ωB97M-V/def2-TZVPD) on C31H25AuGeNOPSe2 as an isolated structure.

Values from the calculation:
**Orbital gap (alpha / beta)**: 6.96 / 5.96 eV
**HOMO level (alpha / beta)**: -0.4102 / -0.4242 hartree
**2S+1**: 2
**Charge**: +1

The geometry in XYZ format:
```
63
C31H25AuGeNOPSe2 ωB97M-V/def2-TZVPD
Au 0.44 1.19 -0.87
Se 2.63 -0.10 -1.28
P 2.86 -0.37 0.89
Se 0.74 0.01 1.35
C 3.88 0.94 1.60
C 4.78 0.79 2.66
C 5.46 1.88 3.16
C 5.26 3.14 2.62
C 4.36 3.31 1.58
C 3.67 2.22 1.07
C 3.29 -2.09 1.23
C 2.46 -3.01 0.58
C 2.65 -4.37 0.76
C 3.68 -4.82 1.58
C 4.51 -3.92 2.22
C 4.32 -2.55 2.05
H 4.95 -0.17 3.13
H 6.15 1.75 3.98
H 5.79 4.00 3.02
H 4.19 4.29 1.15
H 2.98 2.37 0.25
H 1.67 -2.66 -0.07
H 2.01 -5.07 0.25
H 3.83 -5.89 1.72
H 5.31 -4.27 2.85
H 5.00 -1.89 2.54
O -1.90 4.50 -1.62
C -1.04 3.71 -1.64
N -0.11 2.94 -1.69
C -3.28 0.50 3.58
C -2.99 1.69 2.93
C -2.63 1.68 1.59
C -2.55 0.47 0.90
C -2.84 -0.73 1.56
C -3.21 -0.71 2.89
Ge -2.08 0.45 -0.95
C -3.09 1.59 -2.11
C -4.28 2.13 -1.61
C -5.08 2.91 -2.44
C -4.69 3.17 -3.74
C -3.50 2.64 -4.23
C -2.70 1.85 -3.42
C -1.61 -1.24 -1.76
C -0.86 -2.23 -1.14
C -0.63 -3.45 -1.77
C -1.15 -3.68 -3.04
C -1.90 -2.71 -3.67
C -2.14 -1.49 -3.04
H -3.57 0.51 4.62
H -3.05 2.63 3.46
H -2.40 2.62 1.09
H -2.78 -1.67 1.03
H -3.44 -1.63 3.40
H -4.59 1.94 -0.59
H -6.00 3.33 -2.05
H -5.30 3.79 -4.38
H -3.19 2.85 -5.25
H -1.77 1.46 -3.81
H -0.45 -2.07 -0.15
H -0.05 -4.21 -1.27
H -0.96 -4.63 -3.53
H -2.32 -2.89 -4.65
H -2.74 -0.75 -3.54
```

Q:
ORCA calculation (ωB97M-V/def2-TZVPD) on C31H25AuGeNOPSe2 as an isolated structure.

Values from the calculation:
**Orbital gap (alpha / beta)**: 8.39 / 6.53 eV
**HOMO level (alpha / beta)**: -0.3992 / -0.4257 hartree
**2S+1**: 2
**Charge**: +1

The geometry in XYZ format:
```
63
C31H25AuGeNOPSe2 ωB97M-V/def2-TZVPD
Au -0.64 1.12 -0.08
Se -0.91 3.04 1.41
P -1.10 1.67 3.11
Se -0.83 -0.27 2.16
C -2.70 1.79 3.93
C -3.67 2.68 3.49
C -4.89 2.75 4.16
C -5.13 1.93 5.25
C -4.15 1.04 5.68
C -2.94 0.97 5.03
C 0.16 1.98 4.36
C 0.73 0.92 5.05
C 1.64 1.18 6.07
C 1.97 2.49 6.39
C 1.40 3.54 5.69
C 0.49 3.29 4.68
H -3.49 3.31 2.62
H -5.65 3.44 3.82
H -6.08 1.99 5.77
H -4.34 0.40 6.53
H -2.18 0.28 5.38
H 0.49 -0.10 4.79
H 2.09 0.36 6.61
H 2.68 2.69 7.18
H 1.66 4.56 5.94
H 0.05 4.12 4.13
O -2.17 -1.56 -2.44
C -1.28 -0.91 -2.11
N -0.33 -0.21 -1.75
C 5.12 -1.14 -1.80
C 4.88 -0.72 -3.10
C 3.64 -0.20 -3.44
C 2.64 -0.08 -2.47
C 2.89 -0.50 -1.17
C 4.13 -1.03 -0.83
Ge 0.94 0.69 -2.95
C 0.67 2.49 -2.31
C -0.56 3.14 -2.47
C -0.75 4.43 -1.98
C 0.30 5.07 -1.33
C 1.53 4.44 -1.17
C 1.71 3.16 -1.66
C 0.36 0.23 -4.73
C 0.53 -1.08 -5.16
C 0.13 -1.46 -6.43
C -0.44 -0.52 -7.28
C -0.60 0.80 -6.87
C -0.21 1.17 -5.59
H 6.09 -1.55 -1.53
H 5.65 -0.81 -3.85
H 3.46 0.11 -4.46
H 2.12 -0.43 -0.41
H 4.32 -1.36 0.18
H -1.39 2.64 -2.97
H -1.70 4.92 -2.10
H 0.16 6.08 -0.95
H 2.34 4.95 -0.67
H 2.67 2.66 -1.53
H 0.98 -1.82 -4.50
H 0.26 -2.48 -6.76
H -0.74 -0.81 -8.28
H -1.03 1.53 -7.53
H -0.33 2.20 -5.28
```

Which structure wins on stability? Q wins.

P:
ORCA calculation (ωB97M-V/def2-TZVPD) on a 2-piece molecular cluster, C4H4NO3 overall.

Values from the calculation:
**Orbital gap**: 7.71 eV
**HOMO level**: -0.1473 hartree
**Charge**: -1

The geometry in XYZ format:
```
12
C4H4NO3 ωB97M-V/def2-TZVPD
C -0.67 0.36 -0.24
C 2.72 -0.08 0.97
C -0.37 1.48 -0.75
C -1.60 -0.61 -0.22
N 1.71 -0.87 0.83
O -2.84 -0.29 -0.75
O -1.44 -1.71 0.20
O 0.10 2.57 -1.00
H 1.84 -1.95 0.91
H 2.48 1.07 0.64
H 0.81 -0.57 0.44
H -2.74 0.60 -1.03
```

Q:
ORCA calculation (ωB97M-V/def2-TZVPD) on C4H4NO3 as an isolated structure.

Values from the calculation:
**Orbital gap**: 8.74 eV
**HOMO level**: -0.1685 hartree
**Charge**: -1

The geometry in XYZ format:
```
12
C4H4NO3 ωB97M-V/def2-TZVPD
C -1.03 -0.53 1.19
C -2.95 -1.57 2.62
C 0.32 -0.07 0.65
C -0.51 0.10 -0.63
N -1.70 -0.38 0.08
O -3.66 -0.66 2.87
O -1.32 -0.94 2.36
O -2.87 -2.75 2.54
H 0.73 0.84 1.08
H 1.10 -0.84 0.60
H -0.62 1.13 -0.99
H -0.23 -0.53 -1.48
```

Which structure wins on stability? Q wins.

P:
ORCA calculation (ωB97M-V/def2-TZVPD) on an isolated ion of composition C7H13N2O2S and charge +1.

Values from the calculation:
**Orbital gap**: 7.84 eV
**HOMO level**: -0.4381 hartree
**Structure (SMILES)**: C[C@@H](O)/C=[N+](C)\C=C/NC(O)=S
**Charge**: +1

The geometry in XYZ format:
```
25
C7H13N2O2S ωB97M-V/def2-TZVPD
C 0.16 2.63 -0.59
C 0.70 1.47 0.25
O -0.01 1.17 1.35
C 1.16 0.28 -0.62
N 1.17 -0.92 -0.24
C 1.92 -1.95 -0.85
C 0.52 -1.40 0.91
C -0.77 -1.26 1.38
N -1.96 -0.72 0.88
C -2.63 -0.39 -0.24
O -1.87 -0.55 -1.38
S -4.03 0.47 -0.18
H 0.03 3.40 0.27
H 0.90 3.19 -1.38
H -0.81 2.46 -0.95
H 1.77 1.64 0.47
H 0.27 1.51 2.19
H 1.74 0.45 -1.50
H 2.48 -1.58 -1.85
H 2.82 -2.13 -0.28
H 1.33 -2.85 -0.92
H 1.05 -2.12 1.46
H -0.89 -1.77 2.35
H -2.72 -0.79 1.57
H -2.31 -0.24 -2.11
```

Q:
ORCA calculation (ωB97M-V/def2-TZVPD) on an isolated ion of composition C7H13N2O2S and charge +1.

Values from the calculation:
**Orbital gap**: 9.36 eV
**HOMO level**: -0.4950 hartree
**Charge**: +1

The geometry in XYZ format:
```
25
C7H13N2O2S ωB97M-V/def2-TZVPD
C 0.78 0.75 -0.87
C 0.28 0.41 0.31
C -1.24 0.28 0.67
C 2.87 -0.06 -0.13
C 3.51 -1.44 0.02
C -4.29 -0.55 -0.30
C -3.46 0.79 -0.29
N 2.09 0.31 -1.13
N 1.18 -0.17 1.18
O -1.60 -0.37 1.60
O -1.96 0.76 -0.31
S 3.73 1.28 0.59
H 0.34 1.27 -1.69
H 4.12 -1.69 -0.95
H 2.75 -2.13 0.34
H 4.32 -1.44 0.82
H -4.87 -0.46 0.70
H -5.14 -0.34 -0.99
H -3.63 -1.43 -0.34
H -3.74 1.33 0.60
H -3.61 1.37 -1.24
H 2.01 -0.34 -1.92
H 1.67 0.50 1.86
H 0.79 -0.92 1.65
H 3.10 2.30 -0.18
```

Which structure wins on stability? Q wins.

P:
ORCA calculation (ωB97M-V/def2-TZVPD) on CH2NOP in the gas phase.

Values from the calculation:
**Orbital gap**: 11.04 eV
**HOMO level**: -0.4078 hartree
**Structure (SMILES)**: N#COP

The geometry in XYZ format:
```
6
CH2NOP ωB97M-V/def2-TZVPD
N 2.32 1.42 0.45
C 1.41 0.82 0.11
O 0.47 -0.09 -0.28
P -1.16 -0.15 0.32
H -1.87 -0.45 -0.88
H -1.18 -1.55 0.28
```

Q:
ORCA calculation (ωB97M-V/def2-TZVPD) on CH2NOP in the gas phase.

Values from the calculation:
**Orbital gap**: 10.16 eV
**HOMO level**: -0.3563 hartree
**Structure (SMILES)**: O=C=NP

The geometry in XYZ format:
```
6
CH2NOP ωB97M-V/def2-TZVPD
O -2.08 1.33 -0.99
C -1.25 0.69 -0.52
N -0.15 0.35 -0.20
P 0.55 -1.04 0.43
H 1.67 -0.90 -0.33
H 1.26 -0.43 1.61
```

Which structure wins on stability? Q wins.